{
  "formula": "C24H35EuN9S2",
  "method": "ωB97M-V with the def2-TZVPD basis set",
  "homo_ha": [-0.6045, -0.6046],
  "e_lumo_ev": [-9.048, -8.934],
  "s_squared": 12.011,
  "largest_force_ev_per_a": 0.70,
  "orbital_gap_ha": [0.2720, 0.2763],
  "multiplicity": 7,
  "charge": 3,
  "elements": ["Eu", "C", "C", "N", "C", "C", "N", "C", "C", "N", "C", "C", "N", "C", "C", "C", "C", "C", "C", "C", "N", "H", "H", "H", "H", "H", "H", "H", "H", "H", "H", "H", "H", "H", "H", "H", "H", "H", "H", "H", "H", "H", "H", "H", "C", "N", "C", "N", "S", "H", "H", "H", "H", "H", "H", "N", "C", "N", "C", "C", "C", "C", "C", "C", "S", "H", "H", "H", "H", "H", "H"],
  "xyz": [[0.69336, -0.36062, -0.22082], [0.39096, -3.92782, 2.83570], [0.36652, -2.62069, 2.11185], [1.03798, -2.39844, 1.04551], [1.85211, -3.44378, 0.39814], [2.51151, -2.90767, -0.87769], [1.52859, -2.14632, -1.69341], [2.08916, -1.41447, -2.86639], [1.03795, -0.45880, -3.43237], [0.75810, 0.66235, -2.47682], [-0.58081, 1.30732, -2.65808], [-0.98347, 2.15251, -1.44697], [-0.99565, 1.32659, -0.22017], [-1.63301, 1.57878, 0.85797], [-2.51343, 2.76297, 1.10057], [-1.48112, 0.55762, 1.96867], [-2.19063, 0.62116, 3.15652], [-2.02921, -0.40148, 4.08069], [-1.19697, -1.47520, 3.78921], [-0.51792, -1.48193, 2.58293], [-0.65290, -0.46437, 1.72096], [0.09507, -4.72387, 2.14775], [-0.27126, -3.96535, 3.69303], [1.40480, -4.15826, 3.17107], [1.21237, -4.29835, 0.16084], [2.63068, -3.81396, 1.06907], [2.94248, -3.74163, -1.43449], [3.32730, -2.23104, -0.62897], [0.82133, -2.79426, -2.03668], [2.42061, -2.09820, -3.64943], [2.97099, -0.85778, -2.53437], [0.10414, -1.00098, -3.58546], [1.36476, -0.08234, -4.40207], [1.46952, 1.37575, -2.62499], [-1.30662, 0.50807, -2.80129], [-0.60114, 1.94027, -3.54690], [-1.95284, 2.60744, -1.65796], [-0.26960, 2.96819, -1.31057], [-2.14952, 3.32068, 1.96698], [-3.53267, 2.44572, 1.33416], [-2.54604, 3.43629, 0.24894], [-2.85757, 1.44490, 3.36864], [-2.56491, -0.37151, 5.02060], [-1.09293, -2.28163, 4.49955], [-3.65594, -3.75700, -2.60638], [-4.04626, -2.38084, -2.28224], [-3.27898, -1.48453, -1.69145], [-3.76995, -0.24355, -1.52125], [-1.69540, -1.90961, -1.18694], [-4.48319, -4.21400, -3.14093], [-3.45722, -4.32083, -1.69855], [-2.77514, -3.75910, -3.24306], [-4.98601, -2.10824, -2.53314], [-4.73008, -0.02118, -1.73632], [-3.27059, 0.37512, -0.90863], [3.16893, -0.22459, 1.04957], [3.06907, 1.19203, 1.01792], [1.89850, 1.71208, 0.80121], [1.99729, 3.11823, 0.85777], [0.95465, 4.04032, 0.77220], [1.24965, 5.38634, 0.84034], [2.56839, 5.83450, 0.99846], [3.60993, 4.93917, 1.10964], [3.30125, 3.58170, 1.04514], [4.38873, 2.24537, 1.23428], [2.93797, -0.56889, 1.97986], [4.11804, -0.52990, 0.85220], [-0.07027, 3.71397, 0.68299], [0.44932, 6.11204, 0.78109], [2.77064, 6.89574, 1.04849], [4.62658, 5.27978, 1.25427]],
  "forces_ev_per_a": [[0.625, 0.299, 0.088], [-0.018, 0.060, -0.019], [-0.105, 0.001, 0.169], [-0.069, -0.176, -0.138], [-0.102, 0.089, 0.056], [-0.224, 0.004, -0.087], [0.277, -0.099, -0.195], [-0.165, -0.063, 0.080], [0.027, 0.073, 0.093], [-0.266, -0.011, -0.196], [0.119, -0.060, 0.019], [-0.054, -0.097, 0.094], [-0.084, 0.142, -0.324], [-0.057, -0.021, 0.142], [-0.018, -0.051, 0.011], [-0.008, 0.058, -0.159], [-0.050, 0.060, 0.108], [-0.001, -0.007, -0.002], [-0.063, -0.018, 0.124], [0.063, -0.095, -0.120], [-0.216, -0.005, 0.212], [0.000, -0.002, 0.003], [0.006, 0.005, -0.007], [0.002, 0.011, -0.004], [-0.045, 0.006, -0.016], [-0.015, -0.012, 0.043], [0.028, -0.004, -0.017], [0.034, 0.019, -0.011], [-0.071, 0.065, 0.037], [0.037, -0.030, -0.001], [0.032, 0.000, 0.014], [-0.027, -0.001, -0.016], [-0.002, 0.037, -0.010], [0.011, 0.003, 0.079], [-0.008, -0.032, -0.006], [0.017, -0.003, -0.028], [-0.030, 0.001, 0.046], [0.022, 0.016, 0.037], [-0.014, -0.002, 0.000], [0.010, 0.004, -0.001], [0.007, 0.000, -0.002], [0.008, -0.014, 0.004], [0.009, -0.006, -0.010], [-0.001, 0.010, 0.003], [-0.086, 0.136, 0.006], [0.049, -0.084, -0.028], [0.006, -0.087, -0.032], [0.116, 0.032, 0.097], [0.200, -0.132, 0.002], [0.003, -0.012, 0.009], [0.015, -0.008, 0.020], [0.024, 0.000, -0.003], [0.002, -0.002, -0.013], [-0.007, -0.006, -0.008], [-0.019, -0.010, -0.030], [-0.013, 0.123, -0.047], [0.050, -0.188, -0.015], [-0.082, 0.251, -0.013], [-0.102, -0.247, -0.031], [-0.019, 0.044, 0.001], [0.048, 0.014, 0.008], [-0.057, 0.020, -0.018], [-0.026, -0.043, -0.006], [0.084, 0.146, 0.030], [0.200, 0.026, 0.028], [0.022, -0.025, -0.009], [-0.037, -0.066, -0.047], [0.018, -0.007, 0.008], [0.016, -0.003, 0.002], [-0.013, -0.011, 0.001], [-0.015, -0.013, -0.002]],
  "mulliken_spin": [6.09, 0.00, 0.00, -0.01, 0.00, 0.01, -0.02, 0.00, 0.00, -0.01, 0.01, 0.00, -0.03, 0.00, 0.00, 0.00, 0.00, 0.00, 0.00, 0.00, -0.01, 0.00, 0.00, 0.00, 0.00, 0.00, 0.00, 0.00, 0.00, 0.00, 0.00, 0.00, 0.00, 0.00, 0.00, 0.00, 0.00, 0.00, 0.00, 0.00, 0.00, 0.00, 0.00, 0.00, 0.00, 0.00, 0.00, 0.00, -0.01, 0.00, 0.00, 0.00, 0.00, 0.00, 0.00, 0.00, 0.00, 0.00, 0.00, 0.00, 0.00, 0.00, 0.00, 0.00, 0.00, 0.00, 0.00, 0.00, 0.00, 0.00, 0.00]
}